[1]
Molecular formula: C9H12NO
Method: DFT, wB97M-V/def2-TZVPD

The total energy is -13053.058 eV. The calculation puts the energy relative to the best compared isomer or geometry (same formula, charge and spin) at 102.97 kcal per mole. As for the spin multiplicity: 1. The calculation puts the maximum force at 5.2 eV/A. The value obtained for the LUMO energy (alpha / beta) is -0.2117 / -0.2118 hartree. The frontier orbital gap (alpha / beta) is 7.16 / 7.16 eV. The charge is +1.

```
23
Properties=species:S:1:pos:R:3:forces:R:3:lowdin_charge:R:1
C -1.2366 1.8124 0.6429 1.4 -1.2 -2.1 0.000
C -1.6447 2.7122 -0.5017 -2.0 0.4 1.0 -0.055
C -0.0007 -0.5179 0.1337 -0.1 0.3 0.0 -0.215
C 1.1016 -2.5127 0.8618 -0.4 1.6 -1.7 -0.006
C -0.7257 0.6308 0.4376 -0.3 0.3 0.2 0.220
C -0.1064 -2.0004 0.8389 -3.3 -0.1 2.2 -0.191
C 1.4597 -0.3444 -0.1881 1.2 0.2 -0.9 -0.121
C 2.0453 -1.7958 -0.0403 0.6 3.3 4.0 -0.126
C -0.9578 3.2894 -1.4946 0.8 -2.4 0.8 -0.154
N -1.3768 -2.5415 1.2231 2.6 3.2 0.4 0.133
O 0.3053 2.9898 -1.8419 0.8 0.3 0.4 0.045
H -1.3585 2.1538 1.6392 -0.2 0.3 1.0 0.134
H -2.7263 2.9382 -0.3406 1.0 0.2 -0.5 0.130
H -0.4577 -1.0334 -0.6834 -1.2 0.1 -1.3 0.187
H 1.3332 -3.4621 1.1732 0.3 -2.1 1.2 0.111
H 1.7022 0.0351 -1.2456 -0.7 -0.3 1.6 0.153
H 1.8825 0.3810 0.5413 0.1 -0.7 -0.5 0.135
H 2.9987 -1.5922 0.4882 0.0 -1.0 -1.0 0.137
H 2.0261 -2.3130 -0.9142 0.9 -1.3 -2.7 0.091
H -1.3501 3.8730 -2.2666 -1.2 1.0 -0.6 0.121
H -2.0905 -2.0899 1.7770 0.6 0.4 -0.1 0.105
H -1.6683 -3.3629 0.8381 -0.5 -2.5 -1.3 0.059
H 0.8456 2.7505 -1.0779 0.0 -0.2 0.0 0.108
```
Forces are in eV/Å.

[2]
Molecular formula: C9H12NOS
Method: DFT, wB97M-V/def2-TZVPD

The total energy is -23891.028 eV. The calculation puts the energy relative to the best compared isomer or geometry (same formula, charge and spin) at 60.03 kcal per mole. As for the spin multiplicity: 1. The calculation puts the maximum force at 4.7 eV/A. The value obtained for the LUMO energy is -0.1679 hartree. The frontier orbital gap is 8.94 eV. The charge is +1.

```
24
Properties=species:S:1:pos:R:3:forces:R:3:lowdin_charge:R:1
C 3.1086 -0.8388 0.3259 2.6 1.8 -0.3 -0.016
C 2.0528 -0.7809 1.2195 0.4 -0.5 0.1 -0.053
C 3.2482 0.2512 -0.5936 -1.0 -1.5 0.9 -0.041
C 1.0139 0.1063 1.0215 -1.0 -1.0 -0.5 -0.094
C 2.1640 1.0512 -0.8096 -0.2 2.9 -3.7 -0.121
C 1.0214 0.8741 -0.1122 -1.7 1.4 2.4 -0.395
C -1.7201 -0.6669 -0.6593 0.1 -0.6 4.6 -0.166
C -2.6096 0.2763 0.2336 -0.5 -2.8 -1.7 -0.395
C -1.0006 0.2350 -1.4958 0.3 1.8 -2.9 -0.250
N -3.1034 -0.5074 1.3016 -1.4 3.6 0.7 0.100
O -1.7154 1.4033 0.6185 1.2 0.8 0.0 -0.364
S -0.5768 1.8397 -0.4885 -0.5 -3.7 -0.2 1.308
H 4.0512 -1.4376 0.4217 -1.4 0.1 0.3 0.134
H 1.9795 -1.3842 2.1085 0.2 -0.5 -0.1 0.120
H 4.1097 0.5275 -1.1493 0.9 -0.6 -0.3 0.110
H 0.1080 -0.0697 1.5781 0.0 0.6 0.5 0.108
H 2.1645 1.8197 -1.7024 0.2 -1.4 2.0 0.169
H -1.0335 -1.1180 0.0979 -0.1 0.4 -0.4 0.115
H -2.1822 -1.6122 -0.9585 -0.5 0.8 -1.1 0.159
H -3.4434 0.6817 -0.3911 0.6 0.2 0.9 0.172
H -2.5107 -1.2154 1.6478 0.9 -0.5 0.5 0.075
H -0.0686 -0.0349 -1.9033 1.2 -0.7 -0.2 0.085
H -1.5876 0.4536 -2.3576 -0.7 0.9 -0.7 0.104
H -3.4701 0.1466 2.0466 0.3 -1.6 -0.9 0.139
```
Forces are in eV/Å.

[3]
Molecular formula: C9H12NS
Method: DFT, wB97M-V/def2-TZVPD

The total energy is -21843.795 eV. The calculation puts the energy relative to the best compared isomer or geometry (same formula, charge and spin) at 41.12 kcal per mole. As for the spin multiplicity: 1. The calculation puts the maximum force at 4.0 eV/A. The value obtained for the LUMO energy (alpha / beta) is -0.1986 / -0.1986 hartree. The frontier orbital gap (alpha / beta) is 6.48 / 6.48 eV. The charge is +1.

```
23
Properties=species:S:1:pos:R:3:forces:R:3:lowdin_charge:R:1
C 1.1379 -2.6562 -1.6606 0.8 0.6 0.3 -0.105
C 2.3441 -2.8442 -2.2300 0.3 -0.1 0.8 -0.359
C 1.0980 -1.5548 -0.7921 0.2 0.7 1.3 -0.200
C 2.4525 -1.1309 -0.3977 1.8 -0.1 -1.6 -0.432
C -0.0774 -1.1157 -0.2023 0.0 -2.0 0.0 -0.024
C -0.7136 0.0020 0.2138 2.6 2.6 -1.6 -0.305
C 2.8595 -0.4302 0.6716 -3.9 0.8 0.4 0.100
C -1.9798 -0.0493 0.8996 1.2 0.6 2.9 0.020
C -0.7761 2.5764 0.0141 -1.0 -2.4 3.0 -0.010
N -0.1258 1.2011 -0.0261 -0.4 1.9 -1.0 0.037
S 3.6378 -1.9228 -1.6086 -0.7 0.4 0.8 1.045
H 0.3708 -3.3096 -1.9406 -1.5 -0.3 -0.2 0.119
H 2.3988 -3.6470 -2.9238 0.9 -0.3 -0.8 0.092
H -0.7113 -1.9336 -0.0203 -1.0 -1.3 -0.3 0.122
H 1.9632 0.0670 1.2551 2.0 -1.1 -0.9 0.128
H 3.8242 -0.2406 1.0690 0.8 -0.1 -0.2 0.073
H -1.7884 -0.6131 1.8365 -0.3 -0.1 -0.5 0.136
H -2.8568 -0.3875 0.4661 -1.3 -0.8 -1.3 0.092
H -2.1112 0.9385 1.2569 -0.9 1.0 0.4 0.064
H -1.7276 2.6732 -0.4923 0.2 -0.2 -0.8 0.093
H -1.0611 2.6210 1.0875 0.1 0.7 -0.5 0.090
H -0.0934 3.3679 -0.1515 0.8 0.4 -0.6 0.077
H 0.7747 1.2832 -0.5136 -0.7 -0.9 0.3 0.148
```
Forces are in eV/Å.

[4]
Molecular formula: C9H12O2
Method: DFT, wB97M-V/def2-TZVPD

The total energy is -13613.961 eV. The calculation puts the energy relative to the best compared isomer or geometry (same formula, charge and spin) at 199.28 kcal per mole. As for the spin multiplicity: 1. The calculation puts the maximum force at 7.1 eV/A. The value obtained for the LUMO energy is 0.0222 hartree. The frontier orbital gap is 9.64 eV.

```
23
Properties=species:S:1:pos:R:3:forces:R:3:lowdin_charge:R:1
C -1.3826 0.9098 -1.1884 -2.4 1.9 -6.4 -0.134
C -1.1321 0.2867 0.0579 2.1 -0.1 2.1 -0.589
C -1.2917 1.3936 1.1798 -2.3 -0.3 3.5 -0.073
C 0.4419 0.0215 0.0893 -1.3 -1.0 -1.0 -0.183
C 1.2054 1.2057 -0.0701 -0.4 -0.9 -0.9 -0.056
C 2.6257 0.9692 -0.1363 -3.2 4.0 1.1 -0.143
C 3.0890 -0.2733 -0.1196 4.0 -3.0 0.9 -0.163
C 2.3639 -1.5279 0.0385 -0.2 0.7 0.2 -0.057
C 0.9171 -1.3640 0.1323 2.3 0.7 2.4 -0.018
H -1.3648 0.1055 -1.9700 0.2 0.6 0.4 0.113
H -2.4307 1.4325 -1.4802 2.1 -1.1 1.5 0.144
H -0.5800 1.6202 -1.5098 -1.0 -0.5 0.4 0.078
H -1.4058 2.6063 0.6241 0.5 -4.0 2.2 0.163
H -2.4184 1.0843 1.7905 3.2 1.4 -1.8 0.123
H -0.3601 1.1949 2.1559 -3.1 1.2 -3.3 0.170
H -3.4419 -1.0055 0.8924 -0.1 0.1 -3.7 0.159
H 0.5918 2.2248 -0.2783 2.3 -2.5 1.0 0.143
H 3.2717 1.8508 0.1062 -0.3 -1.0 -0.9 0.117
H 4.2573 -0.1488 -0.0087 -2.2 -1.5 -0.4 0.133
H 3.0043 -2.5465 0.1935 -2.0 2.7 -0.5 0.143
H 0.3141 -2.1553 0.7435 0.8 1.4 -2.1 0.139
O -1.7856 -1.0443 0.0152 -0.4 1.1 0.9 -0.156
O -3.2716 -0.9546 -0.1600 1.5 0.2 4.3 -0.053
```
Forces are in eV/Å.

[5]
Molecular formula: C9H12O2
Method: DFT, wB97M-V/def2-TZVPD

The total energy is -13621.387 eV. The SMILES is COc1ccc(C)cc1OC. The calculation puts the energy relative to the best compared isomer or geometry (same formula, charge and spin) at 28.03 kcal per mole. As for the spin multiplicity: 1. The calculation puts the maximum force at 1.9 eV/A. The value obtained for the LUMO energy is 0.0355 hartree. The frontier orbital gap is 9.58 eV.

```
23
Properties=species:S:1:pos:R:3:forces:R:3:lowdin_charge:R:1
C -2.7744 -1.1859 0.7660 -0.1 -0.8 0.1 -0.069
C -0.6144 -0.7370 -0.1720 -0.5 0.2 0.4 -0.222
C 0.3705 -1.6804 -0.4040 0.0 -0.1 0.0 -0.006
C 1.7120 -1.3339 -0.2161 -0.1 -0.6 -0.6 -0.051
C 2.0669 -0.0260 0.1201 1.6 -0.3 -0.9 -0.274
C 3.5552 0.4086 0.1378 -1.1 0.3 0.7 -0.049
C 1.0891 0.9334 0.2843 -0.8 0.4 1.0 0.023
C -0.2609 0.5743 0.2416 -0.2 -0.5 -0.9 -0.226
C -1.9884 1.8327 -0.7417 -0.5 0.5 1.5 -0.033
H -3.7800 -1.4526 0.3780 0.6 0.2 0.4 0.096
H -2.8095 -0.2336 1.3243 0.1 -0.4 -0.3 0.090
H -2.4152 -2.0267 1.4283 -0.3 0.9 -0.5 0.105
H 0.0493 -2.6778 -0.7557 0.3 0.6 0.3 0.130
H 2.4536 -2.1157 -0.4716 -0.2 0.8 0.4 0.117
H 3.7078 0.9852 1.0829 0.2 -0.1 -1.0 0.086
H 3.8509 0.9603 -0.7780 -0.3 0.0 0.7 0.086
H 4.1935 -0.4488 0.2057 0.3 -0.6 0.0 0.052
H 1.3625 1.9692 0.5560 -0.3 -0.6 -0.3 0.138
H -1.3416 2.2352 -1.4904 0.7 0.0 -0.6 0.084
H -2.6792 2.6449 -0.4767 0.1 -0.3 0.1 0.095
H -2.5515 0.9805 -1.0923 0.0 -0.2 -0.2 0.079
O -1.9462 -1.1085 -0.4051 0.7 0.4 0.5 -0.144
O -1.2501 1.5025 0.4787 -0.1 0.2 -0.9 -0.106
```
Forces are in eV/Å.